[1]
# C36H25N8OY

A molecular structure, C36H25N8OY (the ωB97M-V functional and the def2-TZVPD basis, the OMol25 dataset).

Results
LUMO (spin up / spin down), Eh: -0.0594 / -0.0590
HOMO energy (spin up / spin down), eV: -6.62 / -6.61
Orbital gap (spin up / spin down), eV: 5.00 / 5.01

Each line ends with the natural charge from an NBO analysis.
Element x y z (Å)
1 Y -0.0511 -0.0666 0.4972  2.18
2 O 0.2213 -1.1465 2.2244  -1.00
3 N 0.7516 2.0465 0.1847  -0.70
4 N 1.4474 -0.3963 -1.1558  -0.71
5 N -1.2019 3.3393 0.7963  -0.46
6 N -3.4682 -0.6762 -0.3359  -0.46
7 N -1.9739 1.1089 0.2989  -0.71
8 N 2.8925 1.4936 -0.7909  -0.46
9 N 0.6247 -2.5280 -1.9295  -0.46
10 N -1.2322 -1.3385 -0.9511  -0.68
11 C 0.6272 -1.7469 4.4996  -0.62
12 C -4.1335 -3.3916 -1.7730  -0.19
13 C -1.7198 -3.2964 -2.0268  -0.10
14 C -2.9111 -5.1297 -2.9460  -0.21
15 C -2.5783 -1.5060 -0.8803  0.39
16 C 3.6582 -2.9026 -2.6404  -0.20
17 C 0.9818 4.3232 0.2349  -0.02
18 C 1.1469 -1.7868 3.0644  0.26
19 C 1.5795 -1.6408 -1.7057  0.38
20 C -4.2461 3.7618 1.3864  -0.20
21 C -0.6647 -2.3699 -1.6360  0.41
22 C 2.4910 -1.0614 2.9746  -0.62
23 C 3.0818 5.9691 -0.4399  -0.21
24 C -1.7019 -4.4912 -2.7318  -0.16
25 C 1.9960 2.3410 -0.2908  0.41
26 C 1.3150 -3.2361 2.6113  -0.62
27 C 2.1835 3.7837 -0.2350  -0.11
28 C 5.0195 -2.7632 -2.8564  -0.20
29 C 0.0801 3.1994 0.4618  0.38
30 C -2.1283 2.4008 0.7165  0.39
31 C 3.6544 -0.6573 -1.7233  -0.10
32 C -6.2944 2.4851 1.1386  -0.20
33 C 1.8770 6.5094 0.0320  -0.20
34 C 2.9850 -1.8353 -2.0656  -0.02
35 C 3.2474 4.6034 -0.5867  -0.16
36 C -2.9204 -2.7545 -1.5543  -0.02
37 C -5.6256 3.6665 1.4795  -0.20
38 C -4.1133 -4.5871 -2.4724  -0.20
39 C 0.8096 5.6942 0.3679  -0.20
40 C -3.1973 0.5144 0.1702  0.42
41 C -3.5530 2.6417 0.9552  -0.02
42 C 5.0160 -0.5144 -1.9451  -0.16
43 C -4.2202 1.4629 0.6145  -0.10
44 C 5.6905 -1.5830 -2.5132  -0.21
45 C 2.6520 0.2463 -1.1565  0.41
46 C -5.6006 1.3699 0.6960  -0.16
47 H 1.6811 -3.2671 1.5815  0.20
48 H -0.1285 6.0994 0.7225  0.23
49 H -5.0410 -5.1124 -2.6578  0.22
50 H 5.5772 -3.5783 -3.2987  0.22
51 H 2.3705 -0.0152 3.2664  0.21
52 H 3.1301 -3.8092 -2.9041  0.23
53 H 1.7813 7.5828 0.1305  0.22
54 H 6.7543 -1.5069 -2.6959  0.22
55 H 0.4971 -0.7107 4.8175  0.21
56 H 3.2378 -1.5183 3.6259  0.21
57 H -0.7708 -4.9023 -3.0986  0.23
58 H -0.3423 -2.2444 4.5514  0.21
59 H 4.1708 4.1819 -0.9609  0.23
60 H 3.8938 6.6368 -0.6969  0.22
61 H 1.3138 -2.2421 5.1886  0.20
62 H -6.1987 4.5196 1.8182  0.22
63 H -5.0562 -2.9623 -1.4066  0.23
64 H 5.5257 0.4019 -1.6789  0.23
65 H 0.3534 -3.7505 2.6480  0.21
66 H -6.1103 0.4562 0.4213  0.23
67 H -3.7201 4.6728 1.6383  0.23
68 H 2.0234 -3.7688 3.2484  0.20
69 H -2.9328 -6.0652 -3.4896  0.22
70 H 2.8691 -1.0982 1.9471  0.20
71 H -7.3727 2.4457 1.2202  0.22

Cartesian forces, eV/Å:
Y 0.0 -0.4 0.9
O 0.3 0.0 0.0
N -0.1 0.2 -0.3
N 0.1 0.0 0.0
N -0.1 0.0 0.0
N -0.1 0.0 0.0
N -0.2 0.2 -0.1
N 0.1 0.0 0.0
N 0.0 0.0 0.0
N -0.1 0.0 -0.2
C 0.0 0.0 0.0
C 0.0 -0.1 0.0
C 0.0 0.0 0.0
C 0.0 0.0 0.0
C 0.0 0.0 -0.1
C 0.0 0.0 0.0
C -0.1 -0.1 0.1
C -0.1 -0.1 0.1
C -0.1 0.0 -0.1
C 0.0 0.0 0.0
C 0.0 0.1 0.0
C 0.0 0.0 0.0
C 0.0 0.0 0.0
C 0.0 -0.1 -0.1
C -0.1 -0.1 0.0
C 0.0 0.0 0.0
C 0.0 0.0 0.0
C 0.0 0.0 0.0
C 0.1 0.0 -0.1
C 0.1 0.0 -0.1
C 0.0 0.0 0.0
C 0.0 0.0 0.0
C 0.0 -0.1 0.0
C 0.0 0.0 0.0
C 0.1 0.0 0.0
C 0.0 0.1 0.0
C 0.0 0.0 0.0
C 0.0 0.1 0.0
C 0.0 0.1 0.0
C 0.1 -0.1 -0.1
C 0.0 0.0 0.0
C 0.0 0.0 0.0
C 0.0 0.0 0.0
C 0.0 0.0 0.0
C -0.1 0.1 0.0
C -0.1 0.0 0.0
H 0.0 0.0 0.0
H 0.0 0.0 0.0
H 0.0 0.0 0.0
H 0.0 0.0 0.0
H 0.0 0.0 0.0
H 0.0 0.0 0.0
H 0.0 0.0 0.0
H 0.0 0.0 0.0
H 0.0 0.0 0.0
H 0.0 0.0 0.0
H 0.0 0.0 0.0
H 0.0 0.0 0.0
H 0.0 0.0 0.0
H 0.0 0.0 0.0
H 0.0 0.0 0.0
H 0.0 0.0 0.0
H 0.0 0.0 0.0
H 0.0 0.0 0.0
H 0.0 0.0 0.0
H 0.0 0.0 0.0
H 0.0 0.0 0.0
H 0.0 0.0 0.0
H 0.0 0.0 0.0
H 0.0 0.0 0.0
H 0.0 0.0 0.0

[2]
# C36H26BF4N4O4S3Ti

A molecular structure, C36H26BF4N4O4S3Ti (the ωB97M-V functional and the def2-TZVPD basis, the OMol25 dataset).

Results
Energy above the lowest of the compared OMol25 structures with the same formula, charge and spin, kcal per mole: 19.7
Net charge: -1
LUMO, Eh: 0.0484
HOMO energy, eV: -4.61
Orbital gap, eV: 5.93

Each line ends with the Löwdin charge.
Element x y z (Å)
1 Ti -0.2800 -0.0868 -0.1876  1.18
2 S -4.0064 1.1654 0.4010  0.66
3 S -1.6260 2.6693 2.9800  1.08
4 S -5.4180 1.0379 -3.4424  0.61
5 F 1.2184 -1.9201 -3.7471  0.16
6 F 1.4197 0.3471 -3.4655  0.17
7 F -0.6737 -0.6050 -3.5774  0.20
8 F 0.6705 -0.9729 -1.7104  -0.08
9 O -1.5541 -1.4236 -0.2865  -0.14
10 O -6.5594 1.8645 -3.7499  -0.33
11 O -0.7601 1.3838 -1.0926  -0.14
12 O -4.5478 0.6980 -4.5368  -0.32
13 N -4.5865 1.6355 -2.1730  -0.11
14 N 1.6898 0.8512 0.0202  -0.06
15 N -0.6733 0.6212 1.6716  -0.05
16 N 0.9618 -1.6381 0.7551  -0.03
17 C -0.2862 2.4830 -1.6997  -0.26
18 C -7.0535 -2.5029 -2.1808  -0.09
19 C 1.8505 2.0865 0.8220  -0.28
20 C 3.0852 2.3681 1.6087  -0.02
21 C 2.0017 2.1079 -0.6863  -0.08
22 C -5.9769 -0.4408 -2.6247  -0.22
23 C -6.6020 -2.4386 -0.8635  -0.09
24 C 0.7036 -2.8876 0.7477  -0.06
25 C -2.0154 -1.2120 2.7056  -0.02
26 C -1.7487 -5.5406 -0.1445  -0.09
27 C -5.8246 -1.3733 -0.4242  -0.06
28 C -1.6639 0.1178 2.5291  -0.33
29 C -3.0631 -1.5306 3.5566  -0.08
30 C -0.6247 -4.8968 0.3124  -0.04
31 C 0.8484 4.0410 1.8999  -0.07
32 C 1.0588 2.8224 -1.5791  -0.11
33 C -3.7554 -0.5404 4.2427  -0.10
34 C 0.6810 4.7045 -3.0434  -0.09
35 C 2.7328 -0.1736 0.0958  -0.14
36 C 1.5305 3.9350 -2.2675  -0.03
37 C -2.7260 -3.4062 -0.7124  0.03
38 C 3.1965 3.5793 2.1720  -0.09
39 C 2.0851 4.5116 2.1662  -0.09
40 C -1.5875 -2.7400 -0.2445  -0.29
41 C 0.6549 2.6726 1.4812  -0.19
42 C -0.4227 1.9468 1.9135  -0.48
43 C -4.6813 0.8636 -1.1073  -0.85
44 C -0.5181 -3.4980 0.2727  -0.14
45 C -0.6639 4.3597 -3.1391  -0.07
46 C -2.8032 -4.7784 -0.6628  -0.06
47 C 2.2775 -1.1624 1.1623  -0.15
48 C -5.5098 -0.3728 -1.3282  -0.24
49 C -1.1485 3.2501 -2.4750  0.03
50 C -2.3271 1.0975 3.2699  -0.51
51 C -3.3804 0.7889 4.1084  -0.10
52 C -6.7438 -1.4916 -3.0840  -0.05
53 B 0.6377 -0.7698 -3.2820  -1.15
54 H 3.8958 1.6543 1.6681  0.10
55 H -1.3353 4.9549 -3.7442  0.10
56 H 3.7105 0.2429 0.3341  0.11
57 H 2.5789 4.1995 -2.1836  0.11
58 H 1.0652 5.5662 -3.5736  0.09
59 H -1.8145 -6.6195 -0.1116  0.10
60 H 2.7921 -0.6558 -0.8784  0.13
61 H -7.6540 -3.3453 -2.5019  0.09
62 H -2.1858 2.9389 -2.5362  0.12
63 H 2.2338 5.5332 2.4879  0.09
64 H 3.0364 2.1583 -1.0114  0.16
65 H -5.4519 -1.3050 0.5907  0.09
66 H -3.9044 1.5707 4.6428  0.11
67 H 2.9909 -1.9827 1.2778  0.12
68 H 0.2077 -5.4679 0.7095  0.11
69 H -0.0213 4.6733 2.0438  0.10
70 H 1.4675 -3.5797 1.1141  0.14
71 H 4.1101 3.8502 2.6878  0.10
72 H -6.8609 -3.2338 -0.1743  0.10
73 H -7.0915 -1.5228 -4.1087  0.12
74 H -4.5835 -0.8031 4.8878  0.10
75 H -3.6932 -5.2699 -1.0348  0.11
76 H -3.3457 -2.5688 3.6786  0.10
77 H -3.5317 -2.8033 -1.1112  0.12
78 H 2.1803 -0.6369 2.1171  0.13
79 H -1.4863 -1.9938 2.1836  0.09

Cartesian forces, eV/Å:
Ti -0.6 0.4 0.2
S 0.0 0.0 0.0
S 0.0 0.0 0.0
S 0.0 -0.1 0.0
F 0.0 0.0 -0.1
F 0.0 0.0 0.0
F 0.0 0.0 -0.1
F 0.0 0.0 -0.3
O 0.3 0.3 0.0
O 0.0 0.0 0.0
O 0.2 -0.7 0.4
O 0.0 0.0 0.0
N 0.0 -0.1 0.0
N -0.1 0.1 0.0
N 0.1 0.0 -0.1
N 0.0 0.1 0.0
C 0.1 0.2 -0.2
C 0.0 0.0 0.0
C 0.0 0.1 0.0
C 0.0 0.0 0.0
C 0.0 0.1 0.0
C 0.0 0.1 0.0
C 0.0 0.0 0.0
C 0.1 0.0 0.0
C 0.0 0.0 0.0
C -0.1 0.0 0.0
C 0.0 -0.1 0.0
C 0.1 0.1 0.1
C 0.0 0.0 0.0
C 0.1 0.0 0.0
C 0.0 0.0 0.0
C 0.0 -0.1 0.2
C 0.0 0.0 0.0
C 0.0 0.0 0.0
C 0.0 -0.1 0.1
C 0.0 0.1 0.0
C -0.1 0.2 0.0
C 0.0 0.0 0.0
C 0.0 0.0 0.0
C 0.0 -0.2 0.0
C -0.1 -0.1 0.0
C 0.0 0.0 0.0
C 0.0 0.2 0.1
C 0.0 0.0 0.0
C 0.1 0.0 0.0
C 0.1 -0.1 0.1
C 0.0 0.1 -0.1
C 0.0 -0.1 -0.1
C -0.2 -0.2 0.0
C 0.0 0.0 -0.1
C 0.0 0.0 0.0
C 0.0 0.0 0.0
B 0.2 0.1 0.1
H 0.0 0.0 0.0
H 0.0 0.0 0.0
H 0.0 0.0 0.0
H 0.0 0.0 0.0
H 0.0 0.0 0.0
H 0.0 0.0 0.0
H 0.0 0.0 0.0
H 0.0 0.0 0.0
H 0.0 0.0 0.0
H 0.0 0.0 0.0
H 0.0 0.0 0.0
H 0.0 0.0 0.0
H 0.0 0.0 0.0
H 0.0 0.0 0.0
H 0.0 0.0 0.0
H 0.0 0.0 0.0
H 0.0 0.0 0.0
H 0.0 0.0 0.0
H 0.0 0.0 0.0
H 0.0 0.0 0.0
H 0.0 0.0 0.0
H 0.0 0.0 0.0
H 0.0 0.0 0.0
H 0.0 0.0 0.0
H 0.0 0.0 0.0
H 0.0 0.0 0.0

[3]
# C36H27BrFeN7O2S2Se

A molecular structure, C36H27BrFeN7O2S2Se (the ωB97M-V functional and the def2-TZVPD basis, the OMol25 dataset).

Results
Energy above the lowest of the compared OMol25 structures with the same formula, charge and spin, kcal per mole: 27.0
<S²>: 8.7629
Net charge: +2
LUMO (spin up / spin down), Eh: -0.2390 / -0.2606
HOMO energy (spin up / spin down), eV: -13.60 / -13.59
Multiplicity: 6
Orbital gap (spin up / spin down), eV: 7.09 / 6.50

Each line ends with the Löwdin charge.
Element x y z (Å)
1 Br 2.5589 0.3808 2.5582  0.87
2 Se -1.9235 -0.6528 -8.4645  1.21
3 Fe 1.5879 0.2225 -1.5640  0.74
4 S 0.5644 -1.4395 -0.0896  0.82
5 S 0.4563 1.8336 -0.0445  0.82
6 O 2.9969 1.0567 -2.6136  -0.11
7 O 4.1533 -0.8402 -3.0360  0.14
8 N -0.7673 1.4584 2.2509  -0.08
9 N -1.6501 0.7670 -7.4208  -0.20
10 N 1.0289 -1.2224 -3.0624  0.00
11 N -1.2591 -1.2176 1.7697  -0.09
12 N -1.1132 -1.7758 -7.3400  -0.20
13 N 0.3453 1.3635 -3.0680  0.02
14 N 3.5026 0.3295 -0.0876  0.04
15 C -0.0005 -1.6261 -5.1775  -0.06
16 C -1.5620 -2.6579 1.6803  -0.10
17 C -3.8867 4.3850 4.1120  -0.05
18 C 0.4174 -2.9560 -5.1305  0.05
19 C 6.1788 0.5806 0.6453  0.00
20 C 1.4373 -2.4896 -3.0319  -0.12
21 C 4.5022 0.3122 -0.9942  -0.18
22 C -2.5797 3.9419 3.9454  -0.04
23 C -1.2884 0.6209 3.3420  -0.07
24 C 5.1782 0.5932 1.5993  -0.08
25 C 3.9316 0.1405 -2.3693  -0.58
26 C 0.7887 -3.7344 4.4797  -0.06
27 C -0.7660 2.9184 2.5383  -0.09
28 C -2.1765 3.4083 2.7290  -0.24
29 C -0.8097 2.5900 -5.2761  0.05
30 C -0.3863 -0.6109 1.0147  -0.63
31 C 0.1965 2.6818 -3.1157  -0.12
32 C 3.8648 0.4436 1.1821  -0.67
33 C -2.0855 -0.5033 2.7582  -0.06
34 C -0.2704 0.9327 1.1646  -0.68
35 C 0.3271 -0.7858 -4.1205  -0.12
36 C 0.2512 -4.9672 4.8120  -0.06
37 C -0.9134 -3.4370 2.8024  -0.21
38 C 0.2079 -2.9711 3.4739  -0.05
39 C 1.1477 -3.3919 -4.0449  0.01
40 C -0.7277 -1.0646 -6.3157  -0.34
41 C -0.3737 3.3351 -4.2027  0.00
42 C -0.6271 1.2073 -5.2520  -0.06
43 C -1.0244 0.3366 -6.3588  -0.34
44 C -1.4507 -4.6760 3.1379  -0.03
45 C -0.0189 0.6374 -4.1392  -0.12
46 C -0.8676 -5.4382 4.1370  -0.05
47 C 5.8378 0.4136 -0.6891  0.04
48 C -4.7894 4.2871 3.0659  -0.06
49 C -4.3889 3.7538 1.8455  -0.06
50 C -3.0849 3.3191 1.6764  -0.04
51 H -2.3579 -1.2232 3.5273  0.15
52 H -0.1638 3.0596 3.4378  0.14
53 H -4.1947 4.8069 5.0591  0.12
54 H -0.2685 3.4206 1.7141  0.09
55 H 0.6606 -2.0218 3.2067  0.07
56 H -2.6499 -2.7254 1.7372  0.14
57 H -5.0918 3.6905 1.0256  0.11
58 H 0.5341 3.2494 -2.2593  0.08
59 H -2.3294 -5.0476 2.6233  0.12
60 H 0.1728 -3.6158 -5.9527  0.13
61 H -0.4460 0.2557 3.9351  0.14
62 H -1.8729 4.0243 4.7635  0.12
63 H 5.3997 0.7072 2.6496  0.11
64 H -1.2699 3.0495 -6.1408  0.13
65 H -1.9153 1.2495 3.9696  0.14
66 H 2.0326 -2.7927 -2.1791  0.11
67 H -1.2533 -3.0252 0.7035  0.10
68 H -2.7688 2.9222 0.7164  0.11
69 H 6.5804 0.3668 -1.4726  0.14
70 H 0.7012 -5.5619 5.5952  0.11
71 H 1.6641 -3.3653 4.9973  0.11
72 H -5.8059 4.6335 3.1953  0.12
73 H -0.4657 4.4114 -4.1892  0.12
74 H 7.2121 0.6924 0.9453  0.13
75 H -2.9918 -0.1460 2.2629  0.15
76 H -1.2913 -6.3997 4.3936  0.12
77 H 1.5092 -4.4074 -3.9764  0.13

Cartesian forces, eV/Å:
Br 0.1 0.0 -0.1
Se 0.1 0.0 0.1
Fe -0.8 1.3 -0.4
S 0.1 -0.2 -0.1
S 0.2 0.0 -0.3
O -0.3 -1.0 0.5
O 0.2 0.2 -0.1
N 0.0 0.3 0.2
N -0.1 -0.2 -0.1
N 0.3 -0.1 0.2
N -0.4 -0.2 0.0
N -0.2 0.2 -0.1
N 0.3 -0.2 0.0
N 0.2 0.0 0.0
C -0.1 0.0 -0.2
C 0.1 0.2 0.0
C 0.0 0.0 0.0
C 0.0 0.0 0.0
C 0.0 0.0 0.0
C 0.0 0.0 0.0
C -0.1 0.1 0.1
C 0.0 0.0 0.0
C 0.1 0.1 -0.1
C 0.0 0.0 0.0
C 0.0 0.0 -0.3
C 0.0 0.0 0.0
C 0.1 -0.2 -0.1
C 0.0 0.0 0.0
C 0.0 0.0 0.0
C 0.1 1.0 0.2
C -0.1 0.0 0.1
C 0.0 -0.1 0.1
C 0.1 0.0 -0.1
C -0.2 -1.0 0.1
C 0.0 0.2 0.1
C 0.0 0.0 0.0
C -0.1 -0.1 0.0
C 0.1 0.0 0.0
C 0.0 0.0 0.0
C 0.1 -0.1 0.2
C 0.0 0.0 0.0
C -0.1 0.0 -0.2
C 0.1 0.2 0.1
C 0.0 0.0 0.1
C 0.1 -0.1 0.0
C 0.0 0.0 0.0
C 0.0 -0.1 0.0
C 0.0 0.0 0.0
C 0.0 0.0 0.0
C 0.0 0.0 0.0
H 0.0 0.0 0.0
H 0.0 0.0 0.0
H 0.0 0.0 0.0
H 0.0 0.0 0.0
H 0.0 0.0 0.0
H 0.0 -0.1 0.0
H 0.0 0.0 0.0
H 0.0 0.0 0.0
H 0.0 0.0 0.0
H 0.0 0.0 0.0
H 0.0 0.0 0.0
H 0.0 0.0 0.0
H 0.0 0.0 0.0
H 0.0 0.0 0.0
H 0.0 0.0 0.0
H 0.0 0.0 0.0
H 0.0 0.1 0.0
H 0.0 0.0 0.0
H 0.0 0.0 0.0
H 0.0 0.0 0.0
H 0.0 0.0 0.0
H 0.0 0.0 0.0
H 0.0 0.0 0.0
H 0.0 0.0 0.0
H 0.0 0.0 0.0
H 0.0 0.0 0.0
H 0.0 0.0 0.0